(1)
Below is 5 unconnected molecules or ions with the total composition C18H35N4O7P2S in a non-equilibrium geometry, with properties calculated with ωB97M-V/def2-TZVPD.

```
67
Properties=species:S:1:pos:R:3:lowdin_charge:R:1
C 1.95 -3.04 2.65 -0.099
C 2.73 -3.29 1.35 -0.370
O 2.75 -2.19 0.49 -0.363
P 1.30 -1.96 -0.47 0.577
O 0.70 -0.81 0.76 -0.301
C 1.02 0.54 0.55 -0.358
C -0.14 1.33 -0.15 -0.145
C -1.47 0.58 -0.21 -0.197
C -2.23 0.64 1.13 -0.140
C -3.36 -0.39 1.32 -0.147
O -3.45 -1.34 0.25 -0.042
C -2.80 -2.52 0.42 -0.554
C -2.74 -3.29 -0.87 0.028
O -2.37 -2.86 1.47 0.106
C 2.30 0.45 -0.29 -0.447
P 2.91 1.90 -1.23 0.214
O 2.43 1.49 -2.70 -0.232
O 4.50 1.62 -1.22 -0.212
S 2.44 3.71 -0.80 0.299
O 2.13 -0.57 -1.22 -0.334
H 1.07 -3.69 2.75 0.050
H 2.56 -3.17 3.55 0.053
H 1.59 -2.01 2.62 0.066
H 2.29 -4.16 0.83 0.086
H 3.78 -3.56 1.57 0.101
H 0.63 -3.01 0.22 0.004
H 1.84 -2.80 -1.49 0.005
H 0.15 -1.67 -1.28 -0.020
H 1.27 1.03 1.50 0.142
H -0.29 2.27 0.39 0.104
H 0.16 1.61 -1.17 0.084
H -2.08 1.05 -0.99 0.080
H -1.31 -0.45 -0.52 0.074
H -2.68 1.64 1.21 0.109
H -1.51 0.55 1.95 0.116
H -4.34 0.09 1.35 0.116
H -3.23 -0.96 2.25 0.108
H -3.31 -2.79 -1.65 0.072
H -1.69 -3.36 -1.18 0.083
H -3.13 -4.30 -0.69 0.088
H 3.11 0.18 0.41 0.120
H 2.43 0.51 -2.76 0.082
H 4.72 0.78 -0.81 0.074
C -1.43 -3.69 4.80 -0.068
C -0.13 -3.53 5.43 -0.292
N 0.90 -3.39 5.94 0.130
H -2.03 -4.41 5.35 0.077
H -1.95 -2.73 4.77 0.081
H -1.30 -4.04 3.77 0.069
C -3.52 0.42 -3.14 -0.064
C -2.32 -0.35 -3.46 -0.292
N -1.38 -0.96 -3.70 0.159
H -3.26 1.23 -2.46 0.064
H -3.94 0.85 -4.05 0.081
H -4.25 -0.22 -2.67 0.082
C 0.13 2.57 -4.71 -0.065
C -0.59 3.75 -5.18 -0.286
N -1.17 4.66 -5.58 0.105
H 0.89 2.29 -5.44 0.087
H 0.63 2.77 -3.76 0.058
H -0.56 1.74 -4.58 0.059
C 2.60 6.41 2.01 -0.081
C 2.11 6.83 0.71 -0.329
N 1.73 7.10 -0.34 0.129
H 1.83 6.54 2.77 0.078
H 2.88 5.36 1.96 0.062
H 3.48 7.00 2.29 0.077
```

Results
E_tot	-68942.2157	eV
strongest force on any atom	0.0307	Eh/bohr
net charge	-1

=====

(2)
Below is 7 unconnected molecules or ions with the total composition C37H75Cl12FNO7P2S in a non-equilibrium geometry, with properties calculated with ωB97M-V/def2-TZVPD.

```
136
Properties=species:S:1:pos:R:3:lowdin_charge:R:1
C -11.08 0.54 -2.13 -0.118
C -9.59 0.27 -2.46 -0.279
C -9.38 0.04 -3.95 -0.215
C -7.92 -0.15 -4.42 -0.195
C -6.83 0.24 -3.42 -0.209
C -5.44 -0.31 -3.87 -0.214
C -4.65 0.70 -4.71 -0.205
C -4.07 1.84 -3.84 -0.203
C -4.27 3.26 -4.41 -0.180
C -5.13 4.19 -3.51 -0.209
C -4.59 5.62 -3.44 -0.203
C -3.36 5.82 -2.52 -0.193
C -3.25 4.90 -1.30 -0.187
C -2.27 3.70 -1.48 -0.209
C -1.02 3.78 -0.60 -0.220
C -0.47 2.39 -0.23 -0.206
C 1.02 2.43 0.15 -0.200
C 1.41 1.53 1.34 -0.199
C 2.50 0.52 0.97 -0.210
C 3.03 -0.22 2.20 -0.157
C 3.58 -1.63 1.86 -0.215
C 2.65 -2.70 2.30 -0.196
P 0.75 -2.67 2.10 0.934
O 0.43 -2.80 3.70 -0.296
O 0.52 -4.19 1.59 -0.285
N 3.28 -3.69 2.82 0.148
C 4.75 -3.57 2.76 -0.095
C 4.96 -2.07 2.46 -0.382
C 6.17 -1.68 1.61 -0.155
P 6.45 -2.73 0.18 0.424
O 6.87 -4.11 0.49 -0.303
O 5.16 -2.64 -0.74 -0.096
O 7.61 -1.99 -0.64 -0.107
S 5.31 -1.31 4.10 0.671
O 5.77 0.02 3.91 -0.226
O 6.09 -2.20 4.88 -0.231
F 3.88 -1.25 4.74 -0.102
H -11.51 -0.28 -1.55 0.019
H -11.18 1.43 -1.51 0.066
H -11.68 0.67 -3.03 0.069
H -9.00 1.11 -2.10 0.098
H -9.31 -0.64 -1.92 0.078
H -9.93 -0.88 -4.20 0.086
H -9.90 0.82 -4.52 0.105
H -7.78 0.49 -5.30 0.106
H -7.78 -1.17 -4.79 0.102
H -6.74 1.33 -3.38 0.106
H -7.02 -0.16 -2.43 0.101
H -4.87 -0.58 -2.98 0.104
H -5.61 -1.23 -4.43 0.101
H -3.81 0.15 -5.16 0.103
H -5.26 1.08 -5.53 0.103
H -3.00 1.66 -3.74 0.093
H -4.50 1.75 -2.84 0.091
H -3.31 3.73 -4.66 0.099
H -4.80 3.14 -5.36 0.099
H -6.12 4.25 -3.96 0.107
H -5.27 3.73 -2.54 0.088
H -4.28 5.87 -4.46 0.106
H -5.38 6.33 -3.20 0.104
H -3.40 6.84 -2.15 0.102
H -2.43 5.76 -3.10 0.093
H -2.84 5.51 -0.49 0.095
H -4.22 4.55 -0.94 0.102
H -2.79 2.75 -1.36 0.101
H -1.92 3.76 -2.52 0.052
H -1.25 4.34 0.31 0.110
H -0.25 4.35 -1.13 0.083
H -1.06 2.01 0.61 0.108
H -0.60 1.76 -1.11 0.096
H 1.62 2.16 -0.72 0.093
H 1.28 3.47 0.39 0.100
H 1.81 2.17 2.14 0.104
H 0.54 1.03 1.77 0.105
H 2.16 -0.18 0.20 0.117
H 3.33 1.09 0.53 0.085
H 3.79 0.39 2.68 0.088
H 2.22 -0.32 2.93 0.109
H 3.63 -1.69 0.76 0.149
H -0.38 -3.34 3.79 -0.007
H 1.16 -4.84 1.93 -0.023
H 2.80 -4.50 3.21 0.134
H 5.06 -4.16 1.89 0.120
H 5.27 -4.02 3.59 0.101
H 5.96 -0.67 1.23 0.127
H 7.10 -1.60 2.16 0.112
H 5.27 -3.25 -1.48 0.112
H 8.29 -2.64 -0.87 0.098
Cl 3.40 4.85 3.88 0.559
C 4.56 3.51 3.89 -0.671
C 5.61 3.64 2.80 -0.641
Cl 4.91 3.44 1.17 0.566
H 4.01 2.58 3.78 0.041
H 5.05 3.51 4.86 0.078
H 6.36 2.87 2.92 0.065
H 6.09 4.61 2.84 0.073
Cl 0.37 2.96 -3.85 0.586
C 0.81 4.63 -4.28 -0.641
C 2.27 4.89 -4.05 -0.646
Cl 2.66 4.84 -2.31 0.553
H 0.20 5.30 -3.68 0.060
H 0.56 4.77 -5.33 0.078
H 2.54 5.88 -4.41 0.077
H 2.89 4.15 -4.55 0.068
Cl -11.33 -2.96 -2.46 0.589
C -11.76 -3.97 -1.06 -0.651
C -11.76 -3.18 0.22 -0.660
Cl -10.12 -2.65 0.69 0.537
H -11.05 -4.80 -1.01 0.067
H -12.75 -4.38 -1.24 0.074
H -12.15 -3.79 1.03 0.072
H -12.38 -2.29 0.13 0.065
Cl 12.13 -0.90 -1.00 0.554
C 11.22 -0.91 0.53 -0.674
C 10.29 0.27 0.65 -0.688
Cl 11.18 1.80 0.85 0.559
H 11.94 -0.93 1.35 0.070
H 10.64 -1.83 0.55 0.059
H 9.66 0.16 1.53 0.062
H 9.65 0.36 -0.23 0.061
Cl 7.92 -4.67 3.23 0.622
C 8.27 -4.92 4.97 -0.632
C 9.75 -5.03 5.23 -0.663
Cl 10.45 -6.52 4.54 0.555
H 7.75 -5.83 5.28 0.071
H 7.86 -4.07 5.50 0.060
H 9.93 -5.06 6.30 0.077
H 10.29 -4.19 4.81 0.068
Cl 1.16 -6.98 3.17 0.612
C 0.88 -6.08 4.71 -0.631
C -0.52 -6.25 5.22 -0.610
Cl -1.69 -5.41 4.17 0.616
H 1.09 -5.03 4.54 0.029
H 1.60 -6.47 5.43 0.083
H -0.60 -5.81 6.21 0.085
H -0.80 -7.30 5.29 0.080
```

Results
E_tot	-237806.3623	eV
strongest force on any atom	0.0347	Eh/bohr
net charge	+1

=====

(3)
Below is a molecular structure, C52H34Br3F3O15 in a non-equilibrium geometry, with properties calculated with ωB97M-V/def2-TZVPD.

```
107
Properties=species:S:1:pos:R:3:lowdin_charge:R:1
C -5.95 -2.04 1.19 -0.020
C -7.39 -1.95 0.70 -0.497
O -8.05 -1.23 1.60 0.231
C -7.25 -0.32 1.93 -0.669
O -7.61 0.70 2.42 0.192
O -6.02 -0.64 1.60 0.033
F -7.85 -3.11 0.57 0.182
H -5.18 -2.18 0.42 0.099
H -5.87 -2.74 2.02 0.147
H -7.48 -1.46 -0.26 0.187
C -0.68 5.88 3.27 -0.043
C -1.65 4.80 2.90 -0.317
O -2.02 4.18 4.12 0.054
C -1.54 4.84 5.21 -0.420
O -1.63 4.60 6.46 0.098
O -0.95 5.97 4.67 0.045
F -1.17 3.93 1.98 0.036
H -0.80 6.71 2.58 0.145
H 0.38 5.61 3.23 0.138
H -2.57 5.21 2.48 0.173
C -3.42 4.68 -3.12 -0.010
C -2.20 5.30 -2.47 -0.421
O -2.46 5.14 -1.18 0.145
C -3.40 4.14 -1.00 -0.527
O -3.63 3.66 0.11 0.132
O -3.94 3.83 -2.11 0.148
F -2.05 6.60 -2.66 0.120
H -3.02 4.27 -4.05 0.122
H -4.12 5.48 -3.39 0.156
H -1.27 4.77 -2.69 0.168
C 1.89 -2.36 0.60 -0.100
C 1.99 -2.59 -0.77 -0.047
C 2.54 -3.77 -1.24 0.024
C 3.00 -4.74 -0.30 -0.060
C 2.83 -4.49 1.11 -0.042
C 2.38 -3.21 1.52 -0.016
C 3.26 -5.56 2.06 -0.257
O 3.29 -5.32 3.27 0.074
C 3.76 -6.87 1.52 -0.082
C 3.99 -7.91 2.40 -0.013
C 4.33 -9.15 1.94 -0.068
C 4.51 -9.36 0.59 -0.063
C 4.30 -8.36 -0.34 0.021
C 3.86 -7.09 0.12 -0.050
C 3.57 -5.97 -0.86 -0.271
O 3.80 -6.00 -2.07 0.097
H 1.37 -1.47 0.93 0.027
H 1.56 -1.83 -1.41 0.102
H 2.66 -3.99 -2.29 0.120
H 2.34 -2.93 2.56 0.096
H 3.83 -7.72 3.45 0.121
H 4.50 -9.99 2.59 0.115
H 4.71 -10.41 0.48 0.114
H 4.37 -8.68 -1.37 0.123
C 5.41 3.03 1.02 -0.018
C 4.04 2.90 0.92 -0.021
C 3.32 2.03 1.76 -0.002
C 4.00 1.28 2.73 -0.046
C 5.43 1.29 2.72 -0.047
C 6.12 2.20 1.89 0.031
C 6.26 0.34 3.56 -0.241
O 7.48 0.46 3.74 0.133
C 5.49 -0.75 4.20 -0.059
C 6.16 -1.80 4.81 0.022
C 5.51 -2.78 5.48 -0.006
C 4.15 -2.91 5.34 -0.041
C 3.40 -1.87 4.85 0.003
C 4.07 -0.75 4.33 -0.050
C 3.27 0.38 3.75 -0.097
O 2.06 0.61 3.95 0.285
H 5.95 3.54 0.24 0.124
H 3.49 3.41 0.14 0.120
H 2.25 1.94 1.73 0.015
H 7.19 2.16 1.81 0.132
H 7.23 -1.85 4.95 0.141
H 5.84 -3.69 5.97 0.135
H 3.49 -3.65 5.78 0.129
H 2.33 -1.94 4.98 0.136
C -4.15 3.89 -8.57 -0.050
C -5.28 3.15 -8.24 -0.050
C -5.22 2.23 -7.19 0.009
C -4.01 2.06 -6.45 -0.085
C -2.92 2.84 -6.75 -0.101
C -2.98 3.77 -7.79 0.004
C -1.73 2.73 -5.77 -0.252
O -0.69 3.39 -5.92 0.075
C -1.91 1.97 -4.50 -0.111
C -0.81 1.81 -3.62 -0.010
C -0.80 0.87 -2.61 -0.051
C -1.96 0.09 -2.39 -0.073
C -3.07 0.22 -3.19 0.014
C -2.99 1.09 -4.32 -0.065
C -4.14 1.05 -5.30 -0.227
O -5.20 0.41 -5.22 0.084
H -4.29 4.61 -9.36 0.107
H -6.21 3.27 -8.77 0.108
H -6.09 1.62 -6.98 0.115
H -2.14 4.42 -7.97 0.117
H -0.03 2.56 -3.71 0.112
H 0.05 0.79 -1.95 0.084
H -1.90 -0.60 -1.55 0.041
H -3.97 -0.36 -3.08 0.120
C -1.94 0.84 1.84 -1.472
Br -2.78 -0.79 1.10 0.683
Br -0.02 0.83 1.46 0.665
Br -2.22 1.06 3.75 0.677
H -2.42 1.70 1.37 -0.037
```

Results
E_tot	-303455.5714	eV
spin multiplicity	2
strongest force on any atom	0.1349	Eh/bohr
net charge	+1
<S²>	0.759

=====

(4)
Below is 2 unconnected molecules or ions with the total composition C5H4NO2S2 in a non-equilibrium geometry, with properties calculated with ωB97M-V/def2-TZVPD.

```
14
Properties=species:S:1:pos:R:3:lowdin_charge:R:1
C 0.24 -0.01 -0.48 -0.091
C -0.93 -0.69 -0.05 -0.088
C 1.35 -0.25 0.24 -0.113
C -0.92 -1.53 1.05 -0.149
C 1.29 -1.20 1.27 -0.021
N 0.27 -1.91 1.65 0.036
O -0.61 2.99 3.07 -0.548
O 0.86 3.16 1.14 -0.559
S -2.00 3.34 0.51 0.027
S -0.50 2.71 1.61 0.143
H 0.23 0.72 -1.22 0.094
H -1.91 -0.42 -0.44 0.100
H 2.13 0.39 0.13 0.062
H -1.83 -1.99 1.47 0.106
```

Results
E_tot	-32503.6224	eV
strongest force on any atom	0.0623	Eh/bohr
net charge	-1

=====

Q: Which of these has the lowest strongest force on any atom?
A: C18H35N4O7P2S